# C27H24F4HgN5S3Si2

A structure of composition C27H24F4HgN5S3Si2 (ωB97M-V with the def2-TZVPD basis set, the OMol25 dataset).

Last column: Löwdin charge in e.
Atoms and positions in Å:
1 Hg 0.2965 -0.3037 1.3196  0.833
2 S 3.4890 0.3077 4.9125  0.554
3 C 2.5785 -0.1663 3.5917  -1.957
4 S 2.8735 0.5515 2.0723  0.517
5 S 1.3545 -1.3346 3.7496  0.507
6 N 1.1314 1.5388 -0.5959  0.173
7 C 1.6286 2.5217 -0.2740  -0.201
8 C 2.1775 3.7636 0.1155  -0.229
9 C 2.1276 4.8416 -0.7684  -0.026
10 C 2.6125 6.0733 -0.3728  -0.083
11 C 3.1357 6.2327 0.9018  -0.085
12 C 3.1940 5.1583 1.7765  -0.067
13 C 2.7230 3.9177 1.3898  -0.041
14 H 1.7101 4.7048 -1.7553  0.119
15 H 2.5771 6.9102 -1.0578  0.101
16 H 3.5036 7.2025 1.2084  0.099
17 H 3.6045 5.2863 2.7674  0.107
18 H 2.7833 3.0638 2.0477  0.033
19 C -1.7811 0.6934 -1.6566  -0.205
20 Si -2.6953 1.0019 -0.0113  0.433
21 C -4.1349 -0.2580 0.0229  -0.185
22 C -3.4912 2.7398 -0.2024  -0.195
23 C -1.6718 0.8367 1.5901  -0.481
24 Si -1.4825 2.3298 2.7507  0.432
25 C -0.1065 2.0850 4.0460  -0.209
26 C -1.0995 3.9854 1.8562  -0.179
27 C -3.0897 2.5166 3.7875  -0.191
28 H -2.4798 0.4815 -2.4618  0.025
29 H -1.1193 -0.1603 -1.5699  -0.008
30 H -1.1748 1.5408 -1.9589  -0.003
31 H -4.6856 -0.2572 -0.9140  0.022
32 H -4.8369 -0.0489 0.8241  0.013
33 H -3.7495 -1.2611 0.1750  0.018
34 H -4.2107 2.7488 -1.0153  0.020
35 H -2.7390 3.4876 -0.4245  0.005
36 H -4.0045 3.0496 0.6996  0.005
37 H -2.1609 0.0505 2.1770  -0.026
38 H 0.8758 2.2452 3.6108  -0.010
39 H -0.1255 1.0710 4.4358  -0.005
40 H -0.2091 2.7653 4.8884  0.024
41 H -0.7214 3.7949 0.8575  0.001
42 H -0.3386 4.5500 2.3872  0.015
43 H -1.9743 4.6211 1.7643  0.018
44 H -3.3004 1.5826 4.2989  0.020
45 H -3.9549 2.7570 3.1794  0.006
46 H -2.9943 3.2874 4.5459  0.013
47 F -1.6376 -6.0007 -3.5707  0.070
48 C -0.3420 -5.7940 -3.2371  -0.158
49 C 0.6058 -6.5806 -3.8475  -0.157
50 F 0.1740 -7.4964 -4.7467  0.069
51 C 1.9868 -6.4700 -3.5727  -0.079
52 C 2.3090 -5.4935 -2.6040  -0.161
53 C 1.3622 -4.7147 -1.9868  -0.161
54 F 1.7761 -3.8175 -1.0700  0.078
55 C -0.0149 -4.8075 -2.2851  -0.080
56 C -0.9872 -3.9600 -1.6702  -0.221
57 C -0.6707 -3.0401 -0.6959  -0.229
58 N -0.4848 -2.2661 0.1481  0.071
59 C -2.3433 -3.9674 -2.0094  -0.274
60 N -3.4699 -3.9319 -2.2536  0.102
61 F 3.6015 -5.3110 -2.2666  0.075
62 C 2.9781 -7.2758 -4.1925  -0.245
63 C 2.7051 -8.2454 -5.1543  -0.297
64 N 2.5700 -9.0625 -5.9601  0.082
65 C 4.3447 -7.1568 -3.9398  -0.297
66 N 5.4895 -7.1172 -3.7969  0.085

Energy (eV): -99145.908
Relative energy (zero: lowest compared OMol25 entry of this formula, charge and spin) (kcal/mol): 14.2
Total charge: -2
2S+1: 2
HOMO-LUMO gap (spin up / spin down) (eV): 4.38 / 2.22

# C6H8N3S

A cluster of 2 separate species, C6H8N3S in total (ωB97M-V with the def2-TZVPD basis set, the OMol25 dataset).

Last column: Löwdin charge in e.
Atoms and positions in Å:
1 C -1.1618 -1.6879 -1.7283  0.020
2 C -2.1983 -1.8851 -0.8063  -0.012
3 C -0.1687 -0.9974 -1.0045  -0.115
4 C -0.5678 -0.9350 0.3805  -0.198
5 C 1.3661 0.0200 0.9785  -0.100
6 C 1.0976 -0.4240 -1.3092  0.066
7 N -1.9140 -1.3160 0.4202  0.166
8 N 0.2012 -0.4386 1.3391  0.196
9 N 1.7694 0.1478 -0.3215  0.133
10 S 0.8771 3.6656 1.9425  0.397
11 H -1.3118 -1.7484 -2.7699  0.111
12 H -3.1203 -2.0970 -1.1617  0.100
13 H 2.1724 0.1695 1.6537  0.139
14 H 1.4588 -0.5970 -2.2927  0.148
15 H -2.3535 -1.5155 1.2635  0.146
16 H -0.0341 4.3120 2.7899  -0.169
17 H 2.6395 0.5542 -0.5911  0.173
18 H 1.2481 4.7728 1.2171  -0.200

Energy (eV): -21650.145
Relative energy (zero: lowest compared OMol25 entry of this formula, charge and spin) (kcal/mol): 0.0
Total charge: +1
2S+1: 1
HOMO-LUMO gap (eV): 8.04

# C8H18ClIO3PPdS

A structure of composition C8H18ClIO3PPdS (ωB97M-V with the def2-TZVPD basis set, the OMol25 dataset).

Last column: Löwdin charge in e.
Atoms and positions in Å:
1 C 3.4627 3.1177 -1.6258  -0.004
2 C 2.7021 2.1508 -0.7224  -0.434
3 H 4.1439 3.6325 -0.9163  0.129
4 H 2.7335 3.8364 -2.0045  0.112
5 H 4.0592 2.7624 -2.5004  0.100
6 O 3.0721 2.0001 0.4338  0.166
7 I 3.2846 -0.1876 -3.0124  0.821
8 Pd 1.4227 0.7564 -1.4113  0.386
9 P -0.2179 1.5128 0.4003  0.871
10 C 0.0187 1.0548 2.1664  -0.186
11 C 0.0128 3.3330 0.4376  -0.213
12 H -2.0481 0.8221 -0.9820  -0.002
13 H -2.5677 2.1480 0.0959  0.083
14 H -2.4033 0.4852 0.7236  0.065
15 C -1.9827 1.2260 0.0360  -0.234
16 H -0.0120 3.7145 -0.5974  0.070
17 H -0.8133 3.8241 0.9771  0.091
18 H -0.5724 1.7135 2.8215  0.101
19 H 1.0858 1.1390 2.4312  0.068
20 H 0.9654 3.5730 0.9364  0.065
21 H -0.3115 0.0169 2.3151  0.067
22 C 1.8070 -0.2593 0.1856  -0.321
23 O 2.0633 -1.0545 0.9885  0.212
24 Cl -0.3992 -0.9484 -1.6697  0.168
25 C -2.8477 -4.2260 1.1031  -0.149
26 S -2.2069 -3.0980 -0.1704  0.975
27 C -0.7811 -4.0518 -0.7256  -0.202
28 O -3.2520 -3.0350 -1.2426  -0.248
29 H -1.9922 -4.7304 1.5654  0.079
30 H -3.5449 -4.9383 0.6262  0.108
31 H -3.3541 -3.6120 1.8601  0.082
32 H -1.0887 -4.6220 -1.6025  0.100
33 H 0.0096 -3.3506 -1.0011  -0.007
34 H -0.4474 -4.7054 0.0806  0.081

Energy (eV): -58922.258
Relative energy (zero: lowest compared OMol25 entry of this formula, charge and spin) (kcal/mol): 29.4
Total charge: +3
2S+1: 5
HOMO-LUMO gap (spin up / spin down) (eV): 6.93 / 5.72

# C42H32AsClIrN5O3S

A structure of composition C42H32AsClIrN5O3S (ωB97M-V with the def2-TZVPD basis set, the OMol25 dataset).

Last column: Löwdin charge in e.
Atoms and positions in Å:
1 Ir 0.5462 -0.4555 0.5209  1.256
2 N -1.2748 -4.3385 0.0666  0.100
3 C -0.8973 -3.0711 0.3081  -0.818
4 S 0.8029 -2.7638 0.4843  0.679
5 N -1.8565 -2.1718 0.3837  0.019
6 N -1.3979 -0.9152 0.6345  -0.181
7 C -2.3023 -0.0631 1.0102  -0.051
8 C -2.0947 1.3206 1.2851  -0.101
9 C -3.1973 2.0304 1.7961  -0.032
10 C -3.1372 3.3784 2.0352  -0.043
11 C -1.9566 4.1021 1.7451  -0.036
12 C -0.8668 3.4643 1.2414  0.015
13 C -0.8816 2.0529 1.0206  -0.305
14 O 0.1979 1.5267 0.5939  -0.118
15 H -0.6006 -5.0775 0.1615  0.095
16 H -2.2515 -4.5673 0.1525  0.112
17 H -3.3085 -0.4556 1.1172  0.138
18 H -4.1113 1.4858 1.9946  0.121
19 H -3.9990 3.8930 2.4375  0.116
20 H -1.9192 5.1674 1.9306  0.118
21 H 0.0511 3.9894 1.0181  0.123
22 Cl 4.2529 2.5288 5.9649  0.677
23 C 3.1917 1.6594 4.9056  -0.671
24 C 2.0069 1.1027 5.4149  -0.075
25 C 1.1558 0.4199 4.5917  0.008
26 C 1.4242 0.2552 3.2117  -0.319
27 O 0.5342 -0.3991 2.5207  -0.219
28 C 2.6368 0.8056 2.7072  -0.122
29 C 3.0929 0.7116 1.3561  -0.040
30 N 2.4776 0.1441 0.3722  -0.073
31 C 2.9559 0.1987 -0.9652  -0.172
32 C 4.2301 0.5189 -1.3566  0.007
33 C 4.5585 0.5734 -2.7242  -0.050
34 C 3.6260 0.2891 -3.6831  -0.015
35 C 2.3156 -0.0798 -3.3090  -0.137
36 C 1.3097 -0.4552 -4.2368  0.017
37 C 0.0912 -0.8503 -3.7853  -0.015
38 C -0.1645 -0.8560 -2.3981  -0.114
39 N 0.7383 -0.4978 -1.5202  -0.069
40 C 1.9868 -0.1177 -1.9469  -0.141
41 C 3.4988 1.5071 3.5875  -0.063
42 H 1.7749 1.2212 6.4649  0.114
43 H 0.2411 -0.0141 4.9718  0.125
44 H 4.0517 1.1832 1.1553  0.129
45 H 5.0033 0.7164 -0.6267  0.114
46 H 5.5688 0.8319 -3.0097  0.114
47 H 3.8854 0.3186 -4.7335  0.121
48 H 1.5335 -0.4356 -5.2963  0.127
49 H -0.6969 -1.1490 -4.4612  0.120
50 H -1.1232 -1.1665 -2.0133  0.108
51 H 4.4192 1.9273 3.2014  0.115
52 O -1.5242 1.3777 -1.9589  -0.449
53 As -2.3561 2.6818 -2.5328  1.194
54 C -1.2327 4.2349 -2.4411  -0.301
55 C -1.6216 5.4938 -2.8877  -0.096
56 C -0.7279 6.5519 -2.8174  -0.070
57 C 0.5539 6.3474 -2.3221  -0.070
58 C 0.9468 5.0858 -1.8981  -0.071
59 C 0.0524 4.0254 -1.9533  -0.107
60 C -3.9998 2.9291 -1.5737  -0.307
61 C -4.7081 1.7691 -1.2670  -0.115
62 C -5.9101 1.8551 -0.5811  -0.076
63 C -6.3985 3.0966 -0.1927  -0.070
64 C -5.6864 4.2501 -0.4883  -0.073
65 C -4.4846 4.1692 -1.1798  -0.086
66 C -2.8066 2.4880 -4.3896  -0.293
67 C -1.7617 2.5171 -5.3101  -0.098
68 C -2.0245 2.3218 -6.6563  -0.075
69 C -3.3283 2.0981 -7.0827  -0.072
70 C -4.3686 2.0728 -6.1661  -0.071
71 C -4.1103 2.2685 -4.8154  -0.086
72 H -2.6056 5.6523 -3.3131  0.108
73 H -1.0266 7.5335 -3.1606  0.109
74 H 1.2501 7.1746 -2.2764  0.109
75 H 1.9507 4.9265 -1.5253  0.108
76 H 0.3318 3.0343 -1.6128  0.087
77 H -4.3109 0.8028 -1.5586  0.110
78 H -6.4667 0.9558 -0.3505  0.110
79 H -7.3382 3.1644 0.3397  0.110
80 H -6.0666 5.2160 -0.1826  0.111
81 H -3.9291 5.0732 -1.3931  0.095
82 H -0.7461 2.6993 -4.9754  0.107
83 H -1.2164 2.3516 -7.3755  0.107
84 H -3.5332 1.9495 -8.1347  0.109
85 H -5.3834 1.9047 -6.5013  0.109
86 H -4.9267 2.2569 -4.1033  0.099

Energy (eV): -144698.273
Relative energy (zero: lowest compared OMol25 entry of this formula, charge and spin) (kcal/mol): 0.0
Total charge: +1
2S+1: 2
HOMO-LUMO gap (spin up / spin down) (eV): 6.96 / 4.80

Question: The lowest energy belongs to which entry?
Answer: C42H32AsClIrN5O3S

Question: The highest 2S+1 belongs to which entry?
Answer: C8H18ClIO3PPdS

Question: Among the records above, which one has the highest relative energy (zero: lowest compared OMol25 entry of this formula, charge and spin)?
Answer: C8H18ClIO3PPdS

Question: Look up the 2S+1 of the third one.
Answer: 5